1.
DFT (ωB97M-V/def2-TZVPD) results for a structure of composition C42H43P2RhS.

## Properties
Maximum force: 0.4 eV/A
Charge: +2
E_tot: -76658.8114 eV
Kohn-Sham gap (spin up / spin down): 7.163 / 7.164 eV
E_LUMO (spin up / spin down): -5.83 / -5.83 eV

Each line ends with the Löwdin charge.
Element x y z (Å)
Rh  1.466  1.013  -0.120  0.62
C  2.710  4.298  -1.276  -0.03
C  2.660  3.170  -0.287  -0.28
C  3.655  2.177  -0.336  -0.02
C  3.707  1.186  0.655  -0.29
C  4.895  0.287  0.797  -0.02
C  2.713  1.203  1.686  -0.11
C  1.813  2.287  1.852  -0.30
C  1.022  2.461  3.111  -0.03
C  1.758  3.209  0.805  -0.05
H  3.588  4.908  -1.049  0.11
H  1.837  4.942  -1.216  0.08
H  2.822  3.936  -2.297  0.09
H  4.412  2.209  -1.110  0.14
H  5.640  0.840  1.376  0.11
H  5.336  0.041  -0.165  0.09
H  4.670  -0.628  1.340  0.08
H  2.789  0.449  2.462  0.13
H  1.616  3.026  3.832  0.11
H  0.781  1.505  3.577  0.08
H  0.103  3.020  2.936  0.08
H  1.037  4.017  0.842  0.13
C  -1.205  -0.965  1.966  -0.23
C  -1.513  0.510  1.715  -0.26
P  -2.191  1.123  0.139  0.86
C  -0.954  1.885  -0.937  -0.37
C  -1.032  3.273  -1.130  -0.08
C  -0.378  3.862  -2.199  -0.05
C  0.387  3.101  -3.077  -0.06
C  0.509  1.738  -2.873  -0.05
C  -0.173  1.114  -1.824  -0.23
C  -3.409  2.395  0.506  -0.37
C  -3.581  2.963  1.767  -0.07
C  -4.543  3.945  1.961  -0.05
C  -5.332  4.366  0.904  -0.04
C  -5.160  3.810  -0.359  -0.04
C  -4.205  2.833  -0.559  -0.11
C  0.235  -1.459  1.793  -0.31
P  1.092  -1.179  0.193  0.99
C  0.166  -2.253  -0.968  -0.28
C  0.668  -2.483  -2.192  -0.08
C  0.205  -3.590  -3.030  -0.05
C  -0.577  -4.558  -2.549  -0.02
C  -1.176  -4.503  -1.176  -0.16
C  -1.030  -3.071  -0.581  -0.20
C  2.639  -2.122  0.395  -0.35
C  3.536  -2.137  -0.675  -0.13
C  4.675  -2.919  -0.630  -0.06
C  4.956  -3.674  0.503  -0.05
C  4.090  -3.643  1.583  -0.06
C  2.927  -2.881  1.525  -0.08
H  -1.891  -1.586  1.399  0.07
H  -1.459  -1.143  3.012  0.13
H  -0.622  1.130  1.844  0.05
H  -2.254  0.829  2.445  0.08
H  -1.637  3.884  -0.475  0.11
H  -0.481  4.927  -2.362  0.13
H  0.868  3.571  -3.924  0.13
H  1.081  1.127  -3.560  0.12
H  -0.258  0.036  -1.821  0.05
H  -2.975  2.677  2.616  0.10
H  -4.673  4.376  2.945  0.12
H  -6.085  5.127  1.061  0.12
H  -5.775  4.137  -1.186  0.12
H  -4.089  2.403  -1.547  0.09
H  0.235  -2.531  2.002  0.09
H  0.874  -1.003  2.555  0.08
H  1.510  -1.917  -2.570  0.10
H  0.605  -3.660  -4.033  0.11
H  -0.802  -5.426  -3.159  0.13
H  -0.849  -5.346  -0.562  0.16
H  -1.191  -3.144  0.492  0.13
H  3.357  -1.510  -1.541  0.10
H  5.356  -2.930  -1.471  0.12
H  5.851  -4.280  0.543  0.12
H  4.307  -4.221  2.471  0.12
H  2.263  -2.896  2.378  0.10
S  -3.101  -0.155  -1.207  0.92
C  -3.290  -1.802  -0.586  -0.54
C  -4.154  -2.237  0.329  -0.06
C  -4.180  -3.667  0.677  -0.05
C  -3.506  -4.587  -0.020  -0.01
C  -2.710  -4.242  -1.245  -0.17
C  -2.373  -2.743  -1.278  -0.26
H  -4.835  -1.562  0.832  0.12
H  -4.799  -3.967  1.511  0.11
H  -3.589  -5.632  0.256  0.13
H  -3.204  -4.656  -2.129  0.16
H  -2.177  -2.418  -2.299  0.14

---

2.
DFT (ωB97M-V/def2-TZVPD) results for a structure of composition C42H44AsFeN6OS.

## Properties
Maximum force: 0.7 eV/A
Relative energy (zero: lowest compared OMol25 entry of this formula, charge and spin): 16.5 kcal/mol
Charge: -1
Multiplicity: 5
E_tot: -161317.2367 eV
Kohn-Sham gap (spin up / spin down): 5.007 / 5.048 eV
E_LUMO (spin up / spin down): 2.34 / 2.33 eV

Each line ends with the Löwdin spin population.
Element x y z (Å)
Fe  -0.388  -0.055  0.460  3.67
C  -3.368  1.024  1.380  0.00
C  -2.757  2.415  1.286  0.00
C  -1.336  2.534  1.792  0.01
C  -0.813  3.751  2.135  0.02
C  0.630  3.844  2.196  0.00
C  1.385  2.742  2.285  0.01
C  0.658  1.442  2.531  0.01
N  -0.620  1.397  1.802  0.06
N  -2.833  0.009  0.458  0.03
C  -3.138  0.279  -0.935  0.00
C  -2.290  -0.585  -1.829  0.01
C  -2.534  -0.626  -3.200  0.00
C  -1.710  -1.385  -4.003  0.00
C  -0.660  -2.086  -3.423  0.00
C  -0.498  -2.008  -2.056  0.00
N  -1.298  -1.278  -1.263  0.02
C  -3.352  -1.306  0.818  0.00
C  -2.548  -2.014  1.874  0.00
C  -3.064  -3.146  2.495  0.00
C  -2.295  -3.795  3.442  0.00
C  -1.049  -3.281  3.756  0.00
C  -0.607  -2.161  3.075  0.00
N  -1.331  -1.549  2.131  0.02
H  -4.455  1.104  1.210  0.00
H  -3.212  0.636  2.389  0.00
H  -3.382  3.082  1.885  0.00
H  -2.794  2.792  0.259  0.00
H  -1.430  4.639  2.099  0.00
H  1.097  4.819  2.101  0.00
H  2.466  2.749  2.223  0.00
H  0.436  1.364  3.615  0.00
H  -2.881  1.317  -1.170  0.00
H  -4.206  0.139  -1.172  0.00
H  -3.357  -0.057  -3.611  0.00
H  -1.882  -1.434  -5.072  0.00
H  0.017  -2.687  -4.015  0.00
H  0.292  -2.555  -1.560  0.00
H  -3.343  -1.963  -0.053  0.00
H  -4.402  -1.209  1.133  0.00
H  -4.053  -3.502  2.235  0.00
H  -2.665  -4.688  3.931  0.00
H  -0.412  -3.748  4.494  0.00
H  0.367  -1.737  3.267  0.00
C  -4.965  4.844  -4.067  0.00
C  -3.484  4.596  -4.129  0.00
C  -2.708  5.067  -5.181  0.00
C  -1.362  4.750  -5.124  0.00
N  -0.810  4.064  -4.139  0.00
C  -1.630  3.658  -3.136  0.00
S  -0.968  2.796  -1.802  0.00
N  -2.965  3.898  -3.131  0.00
H  -5.306  5.450  -4.905  0.00
H  -5.214  5.349  -3.133  0.00
H  -5.499  3.893  -4.075  0.00
H  -3.128  5.639  -5.996  0.00
H  -0.690  5.068  -5.917  0.00
C  1.420  0.236  2.119  0.00
C  2.050  -0.812  2.160  0.02
C  2.780  -2.010  2.221  0.01
C  2.130  -3.254  1.880  0.00
C  2.468  -4.496  2.460  0.00
C  1.778  -5.656  2.156  0.00
C  0.710  -5.653  1.260  0.00
C  0.361  -4.444  0.668  0.00
C  1.054  -3.286  0.972  0.00
C  4.152  -1.932  2.700  0.00
C  5.125  -2.896  2.376  0.00
C  6.425  -2.809  2.845  0.00
C  6.826  -1.749  3.650  0.00
C  5.891  -0.765  3.954  0.00
C  4.591  -0.850  3.489  0.00
H  3.262  -4.532  3.196  0.00
H  2.070  -6.583  2.637  0.00
H  0.165  -6.562  1.040  0.00
H  -0.463  -4.403  -0.036  0.00
H  0.770  -2.350  0.499  0.00
H  4.854  -3.714  1.720  0.00
H  7.141  -3.574  2.567  0.00
H  7.841  -1.686  4.022  0.00
H  6.178  0.078  4.573  0.00
H  3.878  -0.074  3.740  0.00
C  0.858  1.228  -3.884  0.00
As  1.600  1.343  -2.118  0.01
C  3.328  0.556  -2.519  0.00
C  2.181  3.060  -1.502  0.00
O  0.971  0.328  -0.954  0.06
H  0.982  2.193  -4.373  0.00
H  -0.201  1.008  -3.806  0.00
H  1.385  0.440  -4.422  0.00
H  3.794  1.124  -3.327  0.00
H  3.194  -0.478  -2.833  0.00
H  3.965  0.580  -1.636  0.00
H  2.005  3.796  -2.284  0.00
H  3.237  2.989  -1.245  0.00
H  1.587  3.315  -0.626  0.00

---

3.
DFT (ωB97M-V/def2-TZVPD) results for a structure of composition C42H44BClInN4O2PS4.

## Properties
Maximum force: 3.7 eV/A
Relative energy (zero: lowest compared OMol25 entry of this formula, charge and spin): 65.1 kcal/mol
Charge: -2
E_tot: -125322.4782 eV
Kohn-Sham gap (spin up / spin down): 3.827 / 3.456 eV
E_LUMO (spin up / spin down): 3.75 / 3.77 eV

Each line ends with the Löwdin charge.
Element x y z (Å)
In  -0.540  0.632  1.302  0.93
B  -1.028  4.325  1.300  -0.46
N  -0.998  3.619  2.597  -0.04
C  -1.178  4.259  3.780  -0.04
C  -1.139  3.247  4.755  -0.07
C  -0.733  2.068  4.138  -0.12
N  -0.707  2.294  2.819  0.00
N  0.051  3.752  0.314  -0.08
C  0.955  4.527  -0.230  -0.11
C  1.819  3.729  -0.992  -0.07
C  1.404  2.421  -0.796  -0.12
N  0.244  2.423  -0.028  -0.01
H  -0.613  5.457  1.371  0.07
H  -2.099  4.296  0.686  0.08
H  -1.335  5.322  3.916  0.12
H  -1.351  3.377  5.804  0.08
H  -0.452  1.111  4.556  0.11
H  0.991  5.593  -0.125  0.11
H  2.629  4.068  -1.599  0.08
H  1.845  1.546  -1.185  0.03
O  -1.332  -0.946  3.224  -0.63
S  -1.921  -1.928  4.241  0.93
C  -3.664  -2.316  3.740  -0.32
C  -4.457  -1.001  3.616  -0.25
C  -5.358  -0.799  2.376  -0.23
C  -4.708  -0.839  1.008  -0.27
S  -4.121  0.700  0.329  0.88
O  -4.400  1.809  1.235  -0.37
C  -4.997  0.870  -1.262  -0.38
C  -4.894  -0.130  -2.264  -0.15
C  -5.564  0.018  -3.463  -0.16
C  -6.480  1.020  -3.575  -0.19
C  -6.636  2.015  -2.602  -0.13
C  -5.890  1.920  -1.420  -0.13
C  -1.082  -3.503  4.186  -0.49
C  -0.975  -4.348  5.270  -0.14
C  -0.449  -5.634  5.064  -0.14
C  -0.047  -6.063  3.787  -0.17
C  -0.274  -5.199  2.729  -0.15
C  -0.874  -3.973  2.900  -0.17
H  -4.018  -2.971  4.554  0.09
H  -3.582  -2.801  2.769  0.07
H  -3.727  -0.167  3.703  0.10
H  -5.100  -0.886  4.516  0.11
H  -5.866  0.209  2.470  0.13
H  -6.090  -1.579  2.426  0.10
H  -5.491  -1.208  0.343  0.10
H  -3.880  -1.581  1.100  0.11
H  -4.287  -1.038  -2.066  0.10
H  -5.272  -0.588  -4.318  0.10
H  -7.176  0.967  -4.393  0.07
H  -7.342  2.809  -2.701  0.07
H  -6.025  2.720  -0.663  0.11
H  -1.372  -3.964  6.182  0.08
H  -0.152  -6.191  5.893  0.06
H  0.556  -6.994  3.630  0.09
H  0.043  -5.478  1.758  0.08
H  -0.981  -3.256  2.071  0.09
C  -2.335  0.681  -0.117  -0.29
H  -2.281  -0.018  -0.962  0.03
H  -2.151  1.695  -0.481  0.01
S  5.612  0.960  -2.448  0.11
P  4.199  0.008  -3.392  -0.11
S  2.725  -0.865  -2.394  0.16
C  3.383  0.958  -4.728  -0.37
C  2.736  2.156  -4.486  -0.10
C  2.255  2.955  -5.532  -0.10
C  2.460  2.574  -6.853  -0.11
C  2.964  1.255  -7.118  -0.09
C  3.439  0.488  -6.056  -0.09
C  4.943  -1.308  -4.413  -0.43
C  6.223  -1.022  -4.881  -0.15
C  7.016  -1.999  -5.459  -0.11
C  6.494  -3.268  -5.672  -0.12
C  5.201  -3.532  -5.292  -0.12
C  4.394  -2.576  -4.685  -0.10
H  2.520  2.518  -3.425  0.10
H  1.709  3.923  -5.388  0.11
H  2.219  3.128  -7.739  0.08
H  2.873  0.805  -8.124  0.10
H  3.804  -0.492  -6.268  0.08
H  6.589  0.036  -4.898  0.09
H  8.061  -1.767  -5.674  0.10
H  7.116  -4.069  -6.108  0.10
H  4.788  -4.488  -5.461  0.08
H  3.370  -2.775  -4.318  0.08
Cl  4.906  0.518  5.876  0.65
C  3.949  0.089  4.549  -0.73
C  3.176  -1.105  4.539  -0.09
C  2.268  -1.222  3.500  -0.06
C  2.157  -0.347  2.433  -0.32
C  1.303  -0.649  1.290  -0.17
C  3.005  0.814  2.436  -0.02
C  3.923  1.005  3.470  -0.12
H  3.331  -1.907  5.246  0.10
H  1.576  -2.078  3.597  0.12
H  0.848  -1.635  1.299  0.04
H  1.663  -0.453  0.281  -0.01
H  2.993  1.493  1.557  0.12
H  4.693  1.774  3.525  0.09

---

What is the charge in the third record? -2

---

Among the records above, which one has the lowest E_tot? C42H44AsFeN6OS